No. 1
{"formula": "C13H11Br", "method": "ωB97M-V with the def2-TZVPD basis set", "fmax_ev_per_a": 3.72, "multiplicity": 1, "homo_ev": -8.40, "e_tot_ha": -3075.93375, "elements": ["Br", "C", "C", "C", "C", "C", "C", "C", "C", "C", "C", "C", "C", "C", "H", "H", "H", "H", "H", "H", "H", "H", "H", "H", "H"], "coordinates": [[1.36458, -0.92729, -2.18976], [3.37585, 0.47761, 2.26027], [2.88587, -0.85887, 2.35178], [1.76448, -1.26453, 1.64503], [1.09466, -0.41130, 0.68617], [1.49015, 0.94908, 0.74023], [2.61884, 1.35903, 1.47417], [-0.00738, -0.97436, -0.02946], [-1.10583, -0.35052, -0.69756], [-2.28041, -1.16305, -0.93513], [-3.38236, -0.69847, -1.63619], [-3.46700, 0.65776, -2.06992], [-2.41061, 1.49535, -1.68207], [-1.28918, 1.02981, -0.97101], [4.28963, 0.83448, 2.74042], [3.45642, -1.58193, 2.93401], [1.39442, -2.30359, 1.71164], [0.94247, 1.65972, 0.11208], [2.88756, 2.41095, 1.33873], [-0.11860, -2.06209, 0.10186], [-2.21163, -2.21842, -0.61582], [-4.17163, -1.38822, -1.93298], [-4.27508, 1.05986, -2.68482], [-2.36517, 2.55409, -1.95545], [-0.48006, 1.71491, -0.69622]]}

---

No. 2
{"formula": "C13H11P", "method": "ωB97M-V with the def2-TZVPD basis set", "fmax_ev_per_a": 8.38, "s2": 2.059, "multiplicity": 3, "homo_ev": [-5.46, -8.20], "e_tot_ha": -843.03103, "elements": ["C", "C", "C", "C", "C", "C", "C", "C", "C", "C", "C", "C", "C", "P", "H", "H", "H", "H", "H", "H", "H", "H", "H", "H", "H"], "coordinates": [[1.22143, -2.80259, -1.00295], [0.08312, -2.95627, -0.18828], [2.11855, -1.72789, -0.87108], [-0.21319, -1.97544, 0.80899], [1.81537, -0.70725, -0.02652], [0.66700, -0.90253, 0.85758], [2.44841, 0.52437, 0.36281], [-2.91353, 1.73819, -0.60115], [-2.27233, 0.83410, 0.32011], [1.72625, 1.13721, 1.28072], [-2.21384, 2.77888, -1.04759], [-0.99383, 1.23513, 0.45782], [0.50768, 0.29814, 1.69158], [-0.60416, 2.85086, -0.17781], [1.30735, -3.50255, -1.93361], [-0.51347, -3.95645, -0.45509], [2.94695, -1.67679, -1.61175], [-0.86321, -2.21334, 1.59111], [3.26409, 1.05997, -0.13928], [-3.90229, 1.63007, -1.09040], [-2.67043, -0.07992, 0.69546], [1.74688, 2.28061, 1.54389], [-2.80226, 3.42210, -1.82081], [-0.08731, 0.42408, 2.66245], [0.19677, 2.28732, -1.30619]]}

---

No. 3
{"formula": "C13H12BCl32O7PS", "method": "ωB97M-V with the def2-TZVPD basis set", "fmax_ev_per_a": 1.28, "multiplicity": 1, "homo_ev": -8.48, "e_tot_ha": -16519.75239, "elements": ["C", "C", "P", "C", "C", "O", "S", "O", "O", "O", "C", "O", "B", "O", "O", "H", "H", "H", "H", "H", "H", "H", "H", "H", "H", "H", "H", "Cl", "C", "Cl", "Cl", "Cl", "Cl", "C", "Cl", "Cl", "Cl", "Cl", "C", "Cl", "Cl", "Cl", "Cl", "C", "Cl", "Cl", "Cl", "Cl", "C", "Cl", "Cl", "Cl", "Cl", "C", "Cl", "Cl", "Cl", "Cl", "C", "Cl", "Cl", "Cl", "Cl", "C", "Cl", "Cl", "Cl"], "coordinates": [[-2.00336, -1.42104, 1.70223], [-0.48187, -1.51857, 1.51364], [-0.00451, -0.20875, 0.31284], [-0.48824, 1.38885, 1.06100], [1.86465, -0.08952, 0.38335], [2.19740, 0.60203, 1.63874], [3.43026, 1.54590, 1.38963], [3.40316, 2.65376, 2.26463], [4.59949, 0.73352, 1.33628], [3.02551, 1.97265, -0.06611], [2.45656, 0.82203, -0.74596], [1.42724, 1.24820, -1.58784], [3.61189, 0.16160, -1.65660], [3.80086, -1.18191, -1.70369], [4.40125, 0.98029, -2.42653], [-2.45115, -1.17941, 0.74177], [-2.39647, -2.37359, 2.05320], [-2.25929, -0.66669, 2.44232], [0.04978, -1.50906, 2.46688], [-0.27479, -2.46120, 1.00375], [0.10131, 2.19419, 0.62521], [-1.54516, 1.52479, 0.84474], [-0.30832, 1.41397, 2.13295], [2.33217, -1.07141, 0.40225], [1.67426, 1.15318, -2.51007], [4.14701, -1.41934, -2.57036], [3.94424, 1.73109, -2.81687], [3.21500, -0.52071, -7.90219], [3.61151, -0.45070, -6.18924], [3.17027, -1.97155, -5.39944], [5.33504, -0.15904, -5.98171], [2.68723, 0.85454, -5.42976], [-0.85834, 1.80700, 7.02948], [-0.57505, 1.01350, 5.48273], [-2.01284, 1.19124, 4.46241], [0.80707, 1.75172, 4.67463], [-0.25707, -0.70454, 5.74174], [3.79091, 5.41768, -4.46870], [2.19523, 5.13175, -3.77811], [0.97060, 5.96873, -4.72573], [1.85574, 3.38620, -3.81164], [2.15462, 5.68833, -2.10979], [-4.21865, -3.04420, -0.27305], [-5.64246, -2.22115, 0.37952], [-5.18896, -0.64399, 1.04347], [-6.81813, -1.99361, -0.91430], [-6.35227, -3.21010, 1.65695], [0.15829, -4.01784, -4.85207], [-0.91432, -2.67945, -4.42138], [0.02306, -1.37482, -3.68746], [-1.71578, -2.08015, -5.87421], [-2.12510, -3.24637, -3.26921], [-5.09284, 6.01958, 7.15066], [-3.67379, 5.09495, 7.65150], [-2.22840, 6.09424, 7.47870], [-3.85406, 4.60996, 9.34057], [-3.51026, 3.65633, 6.64467], [-9.17618, -3.15600, -3.55375], [-8.78538, -4.85544, -3.26583], [-9.55122, -5.38614, -1.76722], [-9.38007, -5.82950, -4.61188], [-7.03507, -5.04214, -3.13085], [6.39065, -1.93074, 0.81689], [6.94405, -2.02024, 2.48867], [7.01101, -3.71720, 2.98968], [8.55814, -1.31194, 2.61474], [5.83396, -1.14373, 3.53913]]}

---

No. 4
{"formula": "C13H12Br4IIrN2O8P2", "method": "ωB97M-V with the def2-TZVPD basis set", "fmax_ev_per_a": 0.83, "de_lowest_ev": 0.330, "multiplicity": 1, "homo_ev": -7.18, "e_tot_ha": -12595.07304, "elements": ["Ir", "N", "C", "C", "P", "O", "O", "O", "P", "O", "O", "O", "H", "H", "H", "H", "H", "H", "H", "H", "Br", "C", "C", "Br", "C", "Br", "C", "O", "C", "O", "C", "Br", "I", "C", "C", "C", "C", "C", "N", "H", "H", "H", "H"], "coordinates": [[0.08402, 0.65942, -0.53503], [-4.40293, -1.08088, -1.41140], [-3.62877, -0.20913, -0.44244], [-4.54992, 0.28448, 0.66646], [-2.32142, -1.39170, 0.23034], [-2.36078, -1.14907, 1.80106], [-2.86154, -2.71575, -0.17080], [-0.91153, -1.04540, -0.21206], [-2.89440, 1.13753, -1.46167], [-4.01232, 2.28686, -1.50581], [-2.72065, 0.53671, -2.80714], [-1.75573, 1.69715, -0.63098], [-4.13479, -2.06324, -1.14718], [-4.04944, -0.85631, -2.35548], [-5.40547, -0.91925, -1.36127], [-4.92622, -0.54077, 1.27181], [-5.38541, 0.84634, 0.24420], [-3.99409, 0.94455, 1.33001], [-1.60241, -0.60843, 2.08686], [-3.82300, 2.99940, -0.88309], [5.09602, -1.53844, 3.63507], [3.49267, -0.79516, 2.97759], [2.55835, -0.24386, 3.84520], [2.85700, -0.23451, 5.70714], [1.38460, 0.31398, 3.33027], [0.04377, 1.05526, 4.43306], [1.13666, 0.33195, 1.96617], [0.02635, 0.87788, 1.45297], [2.07375, -0.25568, 1.08776], [1.80288, -0.27436, -0.22307], [3.24087, -0.80009, 1.60212], [4.44635, -1.53995, 0.35480], [1.41370, 2.80036, -1.60691], [1.01052, 1.40005, -3.11195], [1.37277, 1.45203, -4.43667], [1.02129, 0.35864, -5.21844], [0.34967, -0.70998, -4.64611], [0.02135, -0.66456, -3.30409], [0.34782, 0.39026, -2.55607], [1.91063, 2.29848, -4.83637], [1.28199, 0.34294, -6.26808], [0.07809, -1.57649, -5.23074], [-0.49852, -1.46134, -2.79142]]}

---

No. 5
{"formula": "C13H12Br4IIrN2O8P2", "method": "ωB97M-V with the def2-TZVPD basis set", "fmax_ev_per_a": 0.59, "s2": 6.022, "multiplicity": 5, "homo_ev": [-7.62, -8.43], "e_tot_ha": -12594.95599, "elements": ["Ir", "N", "C", "C", "P", "O", "O", "O", "P", "O", "O", "O", "H", "H", "H", "H", "H", "H", "H", "H", "Br", "C", "C", "Br", "C", "Br", "C", "O", "C", "O", "C", "Br", "I", "C", "C", "C", "C", "C", "N", "H", "H", "H", "H"], "coordinates": [[-0.25039, -0.07015, -0.62465], [2.43456, 2.60733, -3.07571], [2.37763, 2.34235, -1.57816], [3.52560, 3.06237, -0.88426], [2.38876, 0.52527, -1.38338], [3.91749, 0.19000, -1.77531], [1.44533, 0.03155, -2.44803], [2.09708, 0.15113, 0.03805], [0.70655, 3.09442, -1.17092], [0.99161, 3.54801, 0.33819], [0.62829, 4.23375, -2.13475], [-0.38116, 2.05104, -1.20542], [3.39143, 2.70985, -3.40729], [1.86514, 3.47113, -3.19777], [1.97378, 1.82960, -3.56441], [4.48329, 2.73873, -1.29767], [3.50838, 2.81166, 0.17391], [3.43255, 4.14558, -0.97494], [4.29336, -0.49433, -1.21425], [0.20990, 3.92267, 0.75930], [-3.87718, -6.21243, -0.20817], [-3.41456, -4.40448, -0.41884], [-4.45282, -3.42157, -0.58213], [-6.24997, -3.96773, -0.57852], [-4.14109, -2.09959, -0.73074], [-5.42674, -0.74652, -0.92985], [-2.77641, -1.66722, -0.73586], [-2.44278, -0.45970, -0.86575], [-1.72479, -2.66493, -0.57395], [-0.52208, -2.27938, -0.57166], [-2.09809, -4.03374, -0.41172], [-0.68080, -5.24745, -0.18242], [-2.38647, 1.93700, 1.74687], [-1.18830, 0.42123, 2.52526], [-1.09644, 0.29159, 3.90367], [-0.31756, -0.72835, 4.41887], [0.33823, -1.58147, 3.54618], [0.19412, -1.37413, 2.18939], [-0.55971, -0.38463, 1.68369], [-1.62623, 0.97829, 4.54706], [-0.22502, -0.85244, 5.49033], [0.95175, -2.39628, 3.90244], [0.68376, -2.00802, 1.46334]]}

---

No. 6
{"formula": "C13H12IN6O2SSn", "method": "ωB97M-V with the def2-TZVPD basis set", "fmax_ev_per_a": 3.40, "de_lowest_ev": 0.163, "charge": 1, "multiplicity": 1, "homo_ev": -10.63, "e_tot_ha": -1891.52068, "elements": ["Sn", "N", "C", "C", "C", "C", "C", "C", "S", "O", "O", "N", "C", "N", "C", "C", "C", "N", "H", "H", "H", "H", "H", "H", "H", "H", "H", "I", "C", "C", "N", "N", "C", "H", "H", "H"], "coordinates": [[-8.53958, -6.35739, -13.47241], [-7.47197, -2.92720, -7.01861], [-7.39681, -3.42499, -8.28674], [-6.26953, -4.19376, -8.63069], [-6.24125, -4.72453, -9.88252], [-7.18568, -4.45304, -10.86166], [-8.23580, -3.61612, -10.53313], [-8.32801, -3.07677, -9.23019], [-5.74218, -4.96400, -13.17945], [-4.95931, -5.96495, -12.55923], [-7.30627, -4.94420, -12.18791], [-6.75616, -5.64910, -14.32073], [-6.35140, -6.04523, -15.57336], [-7.31393, -6.07866, -16.58010], [-6.83149, -6.29585, -17.78897], [-5.46857, -6.49042, -17.99490], [-4.55429, -6.48075, -16.91921], [-5.02776, -6.28308, -15.72878], [-7.12561, -3.50149, -6.32622], [-8.33937, -2.47348, -6.75902], [-5.45992, -4.43645, -7.89954], [-5.35559, -5.20948, -10.24051], [-8.94240, -3.36950, -11.29396], [-9.25796, -2.67468, -9.00641], [-7.54793, -6.37477, -18.50564], [-5.03245, -6.73693, -18.99429], [-3.40410, -6.69544, -17.04063], [-13.02589, -2.27245, -15.55707], [-11.27182, -3.30529, -15.33367], [-10.44222, -3.72696, -16.33856], [-9.47080, -4.46980, -15.79833], [-9.61054, -4.61635, -14.45773], [-10.74107, -3.86723, -14.14748], [-10.48413, -3.45134, -17.35917], [-8.66467, -4.97255, -16.15813], [-11.20036, -3.96846, -13.16277]]}